Entry from OMol25: a cluster of 14 separate species, C24H76O14 in total at a distorted geometry (ωB97M-V/def2-TZVPD).

- HOMO-LUMO gap: 8.6 eV
- HOMO energy: -9.09 eV
- ΔE to the lowest compared entry with this formula, charge and spin: 3.420 eV
- Largest force on an atom: 2.57 eV Å⁻¹
- Spin multiplicity: 1
- E_LUMO: -0.52 eV

Last column: Löwdin charge in e.
Cartesian coordinates (Å):
1 C -2.74163 -3.18976 1.09723  -0.16
2 O -3.83762 -2.39938 1.59049  -0.13
3 H -2.33143 -2.71272 0.20713  0.04
4 H -1.94826 -3.20613 1.84450  0.07
5 H -3.06014 -4.18797 0.79684  0.08
6 H -3.46525 -1.62699 2.02218  -0.01
7 C 4.26593 1.70171 -2.20993  -0.17
8 O 3.29790 2.67677 -2.49623  -0.12
9 H 5.14832 1.61704 -2.84422  0.08
10 H 4.68162 1.89327 -1.22068  0.06
11 H 3.68544 0.80010 -2.01438  0.06
12 H 3.09337 3.04805 -1.63488  0.03
13 C 3.65529 -2.71227 1.24331  -0.14
14 O 3.99987 -3.92498 0.57488  -0.13
15 H 2.64389 -2.42755 0.95328  0.06
16 H 3.73361 -2.83372 2.32369  0.07
17 H 4.36366 -1.97418 0.86710  0.08
18 H 3.45318 -4.67798 0.81094  0.07
19 C 1.40775 3.16021 3.97848  -0.02
20 C 1.29430 4.63226 4.51992  -0.50
21 C 0.18234 5.44046 3.93299  -0.06
22 O 1.06226 4.62450 5.87796  -0.04
23 H 0.38689 2.78579 3.90273  0.08
24 H 1.93679 2.49953 4.66531  0.06
25 H 1.91541 3.01660 3.02466  0.05
26 H 2.23966 5.16030 4.39518  0.13
27 H 0.33542 6.51411 4.04230  0.08
28 H -0.79141 5.31157 4.40553  0.09
29 H 0.06088 5.20826 2.87496  0.08
30 H 0.57355 5.42222 6.09336  0.09
31 C 0.75950 0.21288 -3.83457  -0.04
32 C 1.17713 -0.15030 -5.30350  -0.49
33 C 0.24017 -1.11758 -5.90377  -0.05
34 O 1.14102 1.08929 -5.97891  -0.04
35 H -0.25211 0.60876 -3.74502  0.07
36 H 1.37210 0.97892 -3.35917  0.06
37 H 0.73652 -0.65126 -3.17060  0.04
38 H 2.19081 -0.55024 -5.32803  0.13
39 H 0.37612 -1.22643 -6.97977  0.09
40 H -0.77319 -0.76022 -5.72076  0.06
41 H 0.32791 -2.09370 -5.42672  0.08
42 H 1.98250 1.51838 -5.80743  0.09
43 C -4.24747 1.82173 0.23293  -0.04
44 C -3.43730 2.58637 -0.84616  -0.50
45 C -4.28201 2.91021 -2.11103  -0.04
46 O -2.94679 3.80966 -0.38010  -0.05
47 H -4.42779 0.81651 -0.14802  0.07
48 H -5.18259 2.37244 0.33468  0.08
49 H -3.73278 1.82238 1.19376  0.07
50 H -2.56010 1.97330 -1.05287  0.09
51 H -3.66596 3.36825 -2.88483  0.07
52 H -5.05474 3.64163 -1.87432  0.08
53 H -4.79438 2.06981 -2.57932  0.06
54 H -2.17185 3.61590 0.15237  0.03
55 C 1.83113 -3.76488 -2.49553  -0.02
56 C 0.62200 -4.71603 -2.22078  -0.47
57 C -0.12554 -4.29108 -0.95771  -0.06
58 O -0.28386 -4.74731 -3.29570  -0.05
59 H 2.52227 -3.67586 -1.65736  0.06
60 H 1.49856 -2.74978 -2.71245  0.05
61 H 2.35558 -4.14522 -3.37211  0.08
62 H 1.00451 -5.72270 -2.05227  0.13
63 H 0.57952 -4.14044 -0.14022  0.07
64 H -0.94586 -4.94137 -0.65389  0.08
65 H -0.56246 -3.30902 -1.13868  0.05
66 H -1.10325 -5.18755 -3.05822  0.09
67 C 1.72506 -2.44746 4.72428  -0.04
68 C 0.99464 -1.08280 4.55661  -0.46
69 C 0.83706 -0.37134 5.87927  -0.04
70 O 1.75374 -0.35797 3.60799  -0.07
71 H 1.34548 -3.06453 5.53867  0.08
72 H 2.75478 -2.28338 5.04183  0.08
73 H 1.76818 -3.06278 3.82561  0.07
74 H -0.01579 -1.21769 4.17067  0.13
75 H 0.19346 -0.94801 6.54360  0.09
76 H 0.28995 0.53929 5.63524  0.08
77 H 1.77430 -0.04586 6.33064  0.09
78 H 2.58787 -0.08866 3.99953  0.10
79 C -2.77995 -2.56143 -3.15780  -0.07
80 C -3.77395 -1.39546 -3.19396  -0.45
81 C -3.38737 -0.43696 -4.34795  -0.04
82 O -5.09270 -1.92384 -3.41499  -0.05
83 H -2.50414 -2.93480 -4.14402  0.08
84 H -3.00039 -3.34893 -2.43715  0.07
85 H -1.87451 -2.05076 -2.82994  0.06
86 H -3.69310 -0.90283 -2.22500  0.12
87 H -3.15344 -0.98894 -5.25827  0.07
88 H -2.49069 0.17205 -4.23318  0.06
89 H -4.17998 0.26563 -4.60530  0.07
90 H -5.26523 -2.40383 -2.60170  0.08
91 C -0.95588 -0.03403 -0.35529  -0.01
92 C 0.14451 -0.29035 0.73303  -0.42
93 C 1.52768 0.16444 0.26722  -0.04
94 O -0.20072 0.49458 1.85416  -0.09
95 H -1.95928 -0.35003 -0.06992  0.07
96 H -0.64040 -0.59671 -1.23390  0.06
97 H -0.87535 1.01408 -0.64353  0.07
98 H 0.15679 -1.34133 1.02184  0.13
99 H 1.52366 1.16977 -0.15397  0.07
100 H 1.85069 -0.37127 -0.62540  0.07
101 H 2.31254 0.16880 1.02359  0.06
102 H 0.43152 0.21340 2.51960  0.04
103 O 2.27778 3.97980 0.10593  -0.03
104 H 2.58306 4.88056 0.21396  0.07
105 H 2.78864 3.47568 0.73927  0.00
106 O 3.94966 2.01655 1.70112  -0.03
107 H 4.79300 1.56895 1.63264  0.06
108 H 3.66655 1.85857 2.60173  0.02
109 O -0.43649 3.14219 0.89376  -0.04
110 H 0.37567 3.26385 0.40200  0.01
111 H -0.37105 2.25605 1.24971  0.00
112 O -2.68478 -0.40908 2.95431  -0.03
113 H -1.85985 -0.13579 2.55300  0.01
114 H -2.62014 -0.11195 3.86193  0.06


Entry from OMol25: a structure of composition C16H19ClPm at a distorted geometry (ωB97M-V/def2-TZVPD).

- HOMO-LUMO gap (spin up / spin down): 5.6 / 5.6 eV
- Total charge: -1
- Expectation value of S²: 6.01
- HOMO energy (spin up / spin down): -3.35 / -3.35 eV
- ΔE to the lowest compared entry with this formula, charge and spin: 0.000 eV
- Largest force on an atom: 1.17 eV Å⁻¹
- Spin multiplicity: 5
- E_LUMO (spin up / spin down): 2.26 / 2.29 eV

Last column: Löwdin spin population.
Cartesian coordinates (Å):
1 C -0.63874 -0.22117 1.91215  -0.01
2 C -1.76342 0.50515 1.44153  -0.01
3 C -1.36863 1.84590 1.19063  -0.01
4 H -2.76737 0.11179 1.27304  0.00
5 C 0.02225 1.96245 1.52794  0.00
6 C 0.47159 0.69438 2.02524  0.00
7 H 1.43607 0.48152 2.49173  0.00
8 H -0.57079 -1.31131 2.02304  0.00
9 H -2.02402 2.63019 0.81374  0.00
10 H 0.64864 2.84173 1.35779  0.00
11 Pm -0.10544 0.29822 -0.55424  4.05
12 Cl -1.89493 -1.44988 -0.93529  -0.01
13 C -2.51009 1.34930 -3.11323  0.00
14 C -2.06621 2.66397 -2.82233  0.00
15 C -2.89551 3.18788 -1.79909  0.00
16 H -1.27831 3.19499 -3.33666  0.00
17 C -3.84771 2.19651 -1.45474  0.00
18 C -3.61322 1.06342 -2.26932  0.00
19 H -4.18769 0.14776 -2.26284  0.00
20 H -2.11699 0.69728 -3.88061  0.00
21 H -2.84965 4.18754 -1.39171  0.00
22 H -4.64938 2.30282 -0.73821  0.00
23 C 5.01086 -2.54959 0.23734  0.00
24 C 3.68547 -2.85801 0.90847  0.00
25 C 3.38636 -4.31448 0.55935  0.00
26 C 3.84410 -2.56711 2.41637  0.00
27 C 2.59049 -2.01853 0.37424  0.00
28 C 1.66149 -1.31590 0.00846  -0.01
29 H 5.80779 -3.22283 0.57234  0.00
30 H 5.32829 -1.53426 0.47893  0.00
31 H 4.90553 -2.67486 -0.84069  0.00
32 H 4.16046 -4.99034 0.94364  0.00
33 H 2.41533 -4.62727 0.93697  0.00
34 H 3.35930 -4.37350 -0.53453  0.00
35 H 4.21798 -1.53648 2.52943  0.00
36 H 2.91833 -2.66591 3.00130  0.00
37 H 4.59656 -3.22012 2.87616  0.00


Entry from OMol25: an isolated molecule of C7H14O at a distorted geometry (ωB97M-V/def2-TZVPD).

- HOMO-LUMO gap: 10.9 eV
- HOMO energy: -9.90 eV
- SMILES: CC[C@@]1(C)OC1(C)C
- ΔE to the lowest compared entry with this formula, charge and spin: 0.871 eV
- Largest force on an atom: 1.26 eV Å⁻¹
- Spin multiplicity: 1
- E_LUMO: 0.96 eV

Last column: natural (NBO) charge in e.
Cartesian coordinates (Å):
1 C 2.04050 -1.79520 -0.29724  -0.61
2 C 0.85050 -1.18277 0.43564  -0.42
3 C 0.25377 0.02475 -0.29911  0.22
4 C 1.28652 1.08761 -0.63525  -0.64
5 O -0.72608 -0.22969 -1.27213  -0.51
6 C -1.14354 0.41986 -0.01920  0.23
7 C -2.05459 -0.42218 0.84622  -0.63
8 C -1.54465 1.88291 -0.06157  -0.64
9 H 2.90485 -1.13838 -0.29107  0.20
10 H 1.76530 -2.01375 -1.32753  0.21
11 H 2.32380 -2.72642 0.19350  0.21
12 H 0.08239 -1.96044 0.52606  0.21
13 H 1.15085 -0.85782 1.42543  0.20
14 H 1.75998 1.43714 0.28162  0.21
15 H 2.03870 0.67778 -1.30784  0.22
16 H 0.83206 1.93221 -1.14529  0.22
17 H -3.09765 -0.21646 0.60060  0.21
18 H -1.88574 -0.18916 1.89687  0.21
19 H -1.89894 -1.48181 0.66762  0.22
20 H -1.32403 2.31036 -1.04291  0.23
21 H -1.00605 2.44482 0.70295  0.22
22 H -2.60794 1.99663 0.12262  0.21


Entry from OMol25: the ion C3H9N2O with charge +1 (ωB97M-V/def2-TZVPD).

- HOMO-LUMO gap: 9.9 eV
- Total charge: +1
- HOMO energy: -13.83 eV
- SMILES: CC(=[NH2+])[C@@H]([NH3+])[O-]
- ΔE to the lowest compared entry with this formula, charge and spin: 2.263 eV
- Largest force on an atom: 0.76 eV Å⁻¹
- Spin multiplicity: 1
- E_LUMO: -3.95 eV

Last column: natural (NBO) charge in e.
Cartesian coordinates (Å):
1 C -1.84538 0.61230 0.42519  -0.69
2 C -0.61492 -0.03089 -0.07403  0.43
3 N -0.70459 -0.99460 -0.94779  -0.66
4 C 0.66661 0.68035 0.21768  0.29
5 N 2.01557 -0.47215 0.24636  -0.84
6 O 0.71447 1.37271 -0.81790  -0.62
7 H -2.73235 0.27617 -0.10720  0.24
8 H -1.77122 1.69677 0.35004  0.29
9 H -1.95858 0.38176 1.48563  0.27
10 H -1.58884 -1.17718 -1.40769  0.43
11 H 0.10380 -1.45913 -1.33521  0.41
12 H 0.81146 1.09665 1.22257  0.16
13 H 2.24764 -0.75097 -0.70752  0.42
14 H 2.81125 0.05214 0.61042  0.43
15 H 1.84507 -1.28393 0.83945  0.42


Entry from OMol25: a cluster of 2 separate species, C5H10O2 in total (ωB97M-V/def2-TZVPD).

- HOMO-LUMO gap: 9.5 eV
- HOMO energy: -8.70 eV
- SMILES: C/C=C\OC.C=O
- ΔE to the lowest compared entry with this formula, charge and spin: 3.064 eV
- Largest force on an atom: 0.65 eV Å⁻¹
- Spin multiplicity: 1
- E_LUMO: 0.83 eV

Last column: natural (NBO) charge in e.
Cartesian coordinates (Å):
1 C 0.27086 -2.19377 0.10909  -0.65
2 C 1.08764 -0.94620 0.31567  -0.25
3 C 0.86552 0.17096 -0.37152  0.10
4 O -0.11200 0.21989 -1.32234  -0.53
5 C -0.55908 1.50549 -1.69586  -0.24
6 H 0.68818 -3.04479 0.65454  0.22
7 H -0.76646 -2.05352 0.44458  0.21
8 H 0.23127 -2.44243 -0.95607  0.22
9 H 1.88400 -0.93966 1.05494  0.22
10 H 1.43141 1.09241 -0.22301  0.18
11 H -1.27278 1.90398 -0.96187  0.17
12 H 0.27708 2.20981 -1.79995  0.17
13 H -1.06155 1.40547 -2.66067  0.20
14 C -0.75468 0.77579 1.86102  0.28
15 O -0.14129 0.54162 2.87056  -0.52
16 H -1.31146 0.00677 1.28660  0.11
17 H -0.75666 1.78814 1.39428  0.10


Entry from OMol25: the ion C9H7N2O3 with charge +1 at a distorted geometry (ωB97M-V/def2-TZVPD).

- HOMO-LUMO gap (spin up / spin down): 7.3 / 7.3 eV
- Total charge: +1
- HOMO energy (spin up / spin down): -13.67 / -13.67 eV
- ΔE to the lowest compared entry with this formula, charge and spin: 2.784 eV
- Largest force on an atom: 3.92 eV Å⁻¹
- Spin multiplicity: 1
- E_LUMO (spin up / spin down): -6.34 / -6.34 eV

Last column: natural (NBO) charge in e.
Cartesian coordinates (Å):
1 C 3.17745 1.52925 0.62458  0.12
2 C 0.63726 0.90428 -0.37767  0.03
3 C 0.81800 -1.40061 0.43645  -0.02
4 C -0.74263 0.86022 -0.38987  -0.32
5 C -0.47913 -1.47948 0.46159  -0.29
6 C 1.55601 -0.22832 0.03900  -0.25
7 C -1.34015 -0.40635 0.05739  0.57
8 C 2.65439 0.24392 0.99008  0.51
9 C -3.64181 0.30710 -0.17397  -0.29
10 N 3.58638 2.54084 0.19482  -0.12
11 N 2.31401 -0.49484 -1.25136  0.22
12 O 3.04306 -0.51816 1.81536  -0.38
13 O 2.52021 -1.57813 -1.62260  -0.14
14 O -2.61107 -0.66948 0.04820  -0.39
15 H 1.21077 1.79515 -0.76829  0.27
16 H 1.41205 -2.08354 1.05086  0.27
17 H -1.44845 1.57280 -0.76930  0.26
18 H -0.99932 -2.43627 0.73776  0.27
19 H -3.22357 1.04920 -0.97071  0.20
20 H -4.08762 0.71163 0.76566  0.25
21 H -4.35585 -0.21920 -0.89798  0.25


Number 4 is which compound? C3H9N2O


What is the largest force on an atom in the first record? 2.57 eV Å⁻¹


Repeat the second record exactly.
Entry from OMol25: a structure of composition C16H19ClPm at a distorted geometry (ωB97M-V/def2-TZVPD).

- HOMO-LUMO gap (spin up / spin down): 5.6 / 5.6 eV
- Total charge: -1
- Expectation value of S²: 6.01
- HOMO energy (spin up / spin down): -3.35 / -3.35 eV
- ΔE to the lowest compared entry with this formula, charge and spin: 0.000 eV
- Largest force on an atom: 1.17 eV Å⁻¹
- Spin multiplicity: 5
- E_LUMO (spin up / spin down): 2.26 / 2.29 eV

Last column: Löwdin spin population.
Cartesian coordinates (Å):
1 C -0.63874 -0.22117 1.91215  -0.01
2 C -1.76342 0.50515 1.44153  -0.01
3 C -1.36863 1.84590 1.19063  -0.01
4 H -2.76737 0.11179 1.27304  0.00
5 C 0.02225 1.96245 1.52794  0.00
6 C 0.47159 0.69438 2.02524  0.00
7 H 1.43607 0.48152 2.49173  0.00
8 H -0.57079 -1.31131 2.02304  0.00
9 H -2.02402 2.63019 0.81374  0.00
10 H 0.64864 2.84173 1.35779  0.00
11 Pm -0.10544 0.29822 -0.55424  4.05
12 Cl -1.89493 -1.44988 -0.93529  -0.01
13 C -2.51009 1.34930 -3.11323  0.00
14 C -2.06621 2.66397 -2.82233  0.00
15 C -2.89551 3.18788 -1.79909  0.00
16 H -1.27831 3.19499 -3.33666  0.00
17 C -3.84771 2.19651 -1.45474  0.00
18 C -3.61322 1.06342 -2.26932  0.00
19 H -4.18769 0.14776 -2.26284  0.00
20 H -2.11699 0.69728 -3.88061  0.00
21 H -2.84965 4.18754 -1.39171  0.00
22 H -4.64938 2.30282 -0.73821  0.00
23 C 5.01086 -2.54959 0.23734  0.00
24 C 3.68547 -2.85801 0.90847  0.00
25 C 3.38636 -4.31448 0.55935  0.00
26 C 3.84410 -2.56711 2.41637  0.00
27 C 2.59049 -2.01853 0.37424  0.00
28 C 1.66149 -1.31590 0.00846  -0.01
29 H 5.80779 -3.22283 0.57234  0.00
30 H 5.32829 -1.53426 0.47893  0.00
31 H 4.90553 -2.67486 -0.84069  0.00
32 H 4.16046 -4.99034 0.94364  0.00
33 H 2.41533 -4.62727 0.93697  0.00
34 H 3.35930 -4.37350 -0.53453  0.00
35 H 4.21798 -1.53648 2.52943  0.00
36 H 2.91833 -2.66591 3.00130  0.00
37 H 4.59656 -3.22012 2.87616  0.00